This record from the OMol25 dataset describes a 2-piece molecular cluster, C8H14O2 overall in a non-equilibrium geometry. The level of theory is the ωB97M-V functional and the def2-TZVPD basis.

The calculation puts the HOMO-LUMO gap at 9.32 eV. As for the SMILES: C=C1O[C@@H]1C.C/C=C(/C)O. For the HOMO energy, the calculation gives -8.495 eV. The value obtained for the molecular weight is 142.2 g mol⁻¹. For the LUMO energy, the calculation gives 0.829 eV. As for the energy relative to the best compared isomer or geometry (same formula, charge and spin): 4.3049 eV.

```
! wB97M-V def2-TZVPD RIJCOSX def2/J DEFGRID3
* xyz 0 1
C -0.747 -1.383 1.855
C 0.740 0.738 -2.013
C 1.186 1.832 -1.141
C 0.292 -2.182 1.217
C 1.474 -0.089 -3.074
C 1.472 3.115 -1.081
C -2.426 0.493 1.792
C -1.520 -0.556 1.148
O -1.010 -1.615 3.190
O 1.218 0.554 -0.641
H -0.298 0.519 -2.074
H 0.218 -3.250 1.520
H 1.237 -1.699 1.616
H 0.371 -2.138 0.166
H 0.863 -0.113 -3.925
H 1.431 -1.150 -2.690
H 2.413 0.340 -3.184
H 1.518 3.721 -1.909
H -0.995 -2.583 3.153
H 1.659 3.405 -0.121
H -1.966 1.480 1.965
H -2.710 0.096 2.699
H -3.311 0.714 1.278
H -1.110 -0.247 0.252
*
```

Mulliken atomic charge list, values in e, 6 entries: C 0.6542; C 0.3615; C 0.4567; C -1.0548; C -1.1402; C -1.1279